--- A ---
DFT (ωB97M-V/def2-TZVPD) results for C8H15N as an isolated structure.

Geometry as XYZ:
```
24
C8H15N, DFT ωB97M-V/def2-TZVPD
C -0.029 -2.382 1.255
C 0.812 0.752 -2.280
C -1.531 0.344 -1.438
C 1.485 0.965 0.782
C -0.795 0.656 1.801
C 0.189 -1.204 0.363
C -0.055 0.037 -1.278
C 0.173 0.200 0.734
N 0.322 -1.270 -0.941
H 0.454 -3.258 0.822
H 0.355 -2.209 2.263
H -1.097 -2.607 1.335
H 1.803 0.301 -2.332
H 0.361 0.735 -3.278
H -1.843 0.068 -2.452
H -1.727 1.412 -1.318
H -2.139 -0.210 -0.727
H 0.927 1.801 -1.989
H 1.345 2.018 0.519
H 1.887 0.946 1.803
H -0.361 0.555 2.804
H -1.033 1.715 1.666
H 2.224 0.546 0.103
H -1.727 0.089 1.785
```

Properties
2S+1 = 1
LUMO energy = 0.8636 eV
Kohn-Sham gap = 8.8 eV

=====

--- B ---
DFT (ωB97M-V/def2-TZVPD) results for one molecule with the formula C8H15N.

Geometry as XYZ:
```
24
C8H15N, DFT ωB97M-V/def2-TZVPD
C 1.589 -0.200 -0.782
C 2.037 0.175 0.524
C -0.632 -1.656 -0.175
C -0.399 -0.078 2.229
C -0.251 -0.190 -0.381
C -0.087 0.615 0.912
N -1.266 -0.111 -2.610
C -0.955 0.471 -1.419
C -0.332 1.970 0.880
H -1.281 -1.113 -2.705
H -1.530 0.467 -3.390
H 1.810 -1.203 -1.137
H 1.724 0.532 -1.571
H 2.311 -0.605 1.222
H 2.507 1.133 0.693
H -1.072 1.541 -1.408
H -0.594 -2.209 -1.115
H 0.064 -2.147 0.503
H -1.639 -1.754 0.234
H -0.193 0.592 3.064
H -1.456 -0.349 2.282
H 0.193 -0.978 2.386
H -0.248 2.548 1.792
H -0.300 2.552 -0.026
```

Properties
2S+1 = 1
LUMO energy (alpha / beta) = 0.7409 / 0.8106 eV
Kohn-Sham gap (alpha / beta) = 6.7 / 7.2 eV

=====

--- C ---
DFT (ωB97M-V/def2-TZVPD) results for C8H15N as an isolated structure.

Geometry as XYZ:
```
24
C8H15N, DFT ωB97M-V/def2-TZVPD
C 0.985 -0.806 0.039
C 0.263 0.516 0.029
C -1.017 -0.559 -0.008
C 2.436 -1.044 -0.114
C 0.447 1.359 1.332
C 0.485 1.375 -1.268
C -1.865 -0.655 -1.271
C -1.853 -0.665 1.314
N 0.009 -1.648 0.029
H 2.751 -1.854 0.498
H 2.942 -0.198 0.270
H 2.799 -1.082 -1.053
H -0.372 1.879 1.673
H 1.297 2.128 1.193
H 0.778 0.641 2.115
H -0.484 1.775 -1.781
H 1.141 0.818 -2.117
H 1.094 2.324 -1.085
H -1.858 -1.735 -1.583
H -1.362 -0.155 -2.027
H -2.786 -0.266 -1.100
H -2.924 -0.403 1.256
H -1.323 -0.009 2.042
H -1.583 -1.736 1.617
```

Properties
2S+1 = 1
LUMO energy = 0.8707 eV
Kohn-Sham gap = 10.3 eV

=====

--- D ---
DFT (ωB97M-V/def2-TZVPD) results for C8H15N as an isolated structure.

Geometry as XYZ:
```
24
C8H15N, DFT ωB97M-V/def2-TZVPD
C 1.576 1.426 1.142
C -0.620 0.463 0.629
C -1.745 0.813 -0.348
C -0.765 0.645 -1.644
C 0.652 0.147 -1.010
C 0.037 -0.861 0.083
C 1.073 -1.542 1.337
C -0.786 -2.088 -0.610
H 2.030 2.536 1.290
H 1.024 0.787 2.202
H 2.760 0.984 1.115
H -0.774 0.168 1.598
H -2.537 0.124 0.020
H -2.367 1.811 -0.133
H -1.228 -0.162 -2.316
H -0.895 1.748 -2.079
H 1.498 0.264 -1.566
H 0.650 -1.622 2.475
H 0.928 -2.613 0.922
H 2.019 -1.078 1.061
H -0.257 -2.646 -1.423
H -1.186 -2.732 0.103
H -1.723 -1.736 -1.050
N 0.504 1.449 0.042
```

Properties
2S+1 = 1
LUMO energy = 0.9269 eV
Kohn-Sham gap = 9.9 eV

=====

Ranked by calculated energy, most stable first: A, C, B, D.

=====

--- A ---
DFT (ωB97M-V/def2-TZVPD) results for C25H30F6IrN4OPS3 as an isolated structure.

Geometry as XYZ:
```
71
C25H30F6IrN4OPS3, DFT ωB97M-V/def2-TZVPD
Ir -1.154 0.276 -0.758
C -3.875 -0.394 0.216
C -4.024 0.183 -1.172
N -2.856 1.065 -1.490
C -2.975 2.512 -1.118
C -2.797 2.744 0.368
S -1.282 1.886 0.952
C -1.934 0.801 2.280
C -2.028 -0.660 1.851
N -2.448 -0.798 0.424
H -4.140 0.328 0.984
H -4.524 -1.259 0.348
H -4.020 -0.608 -1.922
H -4.949 0.749 -1.281
H -2.774 1.040 -2.511
H -2.193 3.030 -1.674
H -3.940 2.887 -1.461
H -2.664 3.807 0.557
H -3.650 2.410 0.954
H -1.242 0.885 3.115
H -2.884 1.221 2.604
H -1.050 -1.129 1.934
H -2.730 -1.200 2.491
H -2.342 -1.786 0.187
N -0.611 -2.915 -0.747
C -1.084 -2.486 -1.961
N -1.250 -1.208 -2.227
C -1.696 -1.014 -3.551
C -1.802 0.195 -4.238
C -2.306 0.180 -5.527
C -2.683 -1.016 -6.142
C -2.519 -2.225 -5.493
C -2.015 -2.205 -4.198
S -1.592 -3.568 -3.195
H 0.212 -2.413 -0.437
H -0.496 -3.915 -0.655
H -1.372 1.112 -3.844
H -2.370 1.106 -6.081
H -3.067 -1.000 -7.153
H -2.758 -3.158 -5.984
F 0.251 1.417 -1.737
P 1.831 0.581 -2.210
F 2.446 1.430 -0.995
F 3.146 -0.195 -2.485
F 2.049 1.775 -3.189
F 0.959 -0.205 -3.270
F 1.304 -0.511 -1.061
O 0.927 0.101 1.349
S 2.377 -0.242 1.452
C 3.336 1.166 1.802
C 2.783 2.462 1.747
C 3.602 3.525 2.003
C 4.982 3.312 2.251
C 5.537 2.022 2.263
C 4.728 0.947 2.024
C 2.710 -1.263 2.869
C 2.328 -0.838 4.140
C 2.603 -1.669 5.211
C 3.261 -2.881 5.006
C 3.641 -3.280 3.733
C 3.361 -2.469 2.641
H 1.732 2.586 1.527
H 3.213 4.534 2.013
H 5.622 4.168 2.425
H 6.593 1.888 2.450
H 5.126 -0.061 2.013
H 1.837 0.116 4.286
H 2.321 -1.368 6.211
H 3.482 -3.516 5.854
H 4.153 -4.221 3.586
H 3.643 -2.771 1.639
```

Properties
2S+1 = 2
LUMO energy (alpha / beta) = -9.0471 / -11.8333 eV
Kohn-Sham gap (alpha / beta) = 7.5 / 4.7 eV
net charge = +3

=====

--- B ---
DFT (ωB97M-V/def2-TZVPD) results for C25H30F6IrN4OPS3 as an isolated structure.

Geometry as XYZ:
```
71
C25H30F6IrN4OPS3, DFT ωB97M-V/def2-TZVPD
Ir -0.242 -0.317 0.407
C -2.970 -0.817 -1.434
C -2.479 -2.204 -1.019
N -1.017 -2.223 -0.847
C -0.205 -2.380 -2.064
C -0.070 -1.133 -2.926
S 0.353 0.408 -2.004
C -1.100 1.455 -2.384
C -2.169 1.501 -1.290
N -2.328 0.215 -0.609
H -4.060 -0.778 -1.342
H -2.734 -0.635 -2.478
H -2.805 -2.940 -1.764
H -2.930 -2.466 -0.061
H -0.795 -3.027 -0.262
H -0.616 -3.177 -2.698
H 0.787 -2.688 -1.734
H -0.969 -0.938 -3.501
H 0.744 -1.288 -3.634
H -1.498 1.102 -3.333
H -0.704 2.457 -2.546
H -3.109 1.829 -1.752
H -1.883 2.234 -0.534
H -2.886 0.357 0.231
N 3.441 -1.001 -0.198
C 2.790 -1.744 0.678
N 1.496 -1.838 0.824
C 1.158 -2.702 1.843
C -0.120 -2.955 2.316
C -0.285 -3.837 3.372
C 0.810 -4.478 3.972
C 2.089 -4.234 3.533
C 2.271 -3.342 2.471
S 3.741 -2.802 1.791
H 2.952 -0.348 -0.795
H 4.452 -0.976 -0.196
H -0.968 -2.421 1.899
H -1.276 -4.034 3.748
H 0.645 -5.147 4.803
H 2.939 -4.703 4.004
F 0.720 0.070 2.532
P 1.728 0.340 3.952
F 0.392 1.010 4.569
F 2.591 0.640 5.200
F 1.271 -1.113 4.407
F 2.058 1.777 3.252
F 2.920 -0.313 3.085
O -0.698 1.923 1.217
S -0.253 2.580 2.476
C 0.144 4.279 2.009
C 0.059 4.699 0.689
C 0.280 6.034 0.397
C 0.646 6.918 1.405
C 0.751 6.480 2.719
C 0.528 5.148 3.022
C -1.741 2.826 3.471
C -2.983 2.730 2.864
C -4.110 3.024 3.614
C -3.987 3.350 4.958
C -2.737 3.416 5.557
C -1.603 3.126 4.815
H -0.198 3.999 -0.089
H 0.170 6.380 -0.621
H 0.884 7.944 1.159
H 1.024 7.167 3.506
H 0.656 4.796 4.033
H -3.056 2.471 1.821
H -5.081 2.999 3.143
H -4.872 3.532 5.549
H -2.637 3.665 6.603
H -0.640 3.110 5.300
```

Properties
2S+1 = 2
LUMO energy (alpha / beta) = -10.9954 / -13.1545 eV
Kohn-Sham gap (alpha / beta) = 4.4 / 2.2 eV
net charge = +3

=====

Ranked by calculated energy, most stable first: A, B.